9
Properties=species:S:1:pos:R:3:lowdin_charge:R:1 method="wB97M-V/def2-TZVPD" e_tot_ev=-28897.6173 e_above_lowest_kj_mol=268.29 homo_energy_ev="-5.462 / -2.934" charge=-1 gap_ev="8.582 / 3.900"
C -1.512 0.398 0.002 -0.689
O 1.795 -1.383 -1.323 -0.442
O 1.691 -1.238 1.129 -0.444
O 2.544 0.700 -0.111 -0.449
S -3.058 1.253 0.135 0.450
S 1.756 -0.533 -0.139 0.412
H -1.016 0.270 -1.013 0.026
H -1.540 -0.534 0.639 0.025
H -0.658 1.066 0.682 0.110

=====

74
Properties=species:S:1:pos:R:3:lowdin_charge:R:1 method="wB97M-V/def2-TZVPD" e_tot_ev=-40208.2537 e_above_lowest_kj_mol=31.81 homo_energy_ev=-9.680 charge=+1 gap_ev=5.689
C -2.052 4.850 -1.911 -0.150
C -3.459 4.623 -1.352 -0.131
N -3.466 3.510 -0.433 -0.047
C -4.520 3.252 0.527 -0.100
C -4.065 1.950 1.238 -0.076
C -2.761 1.608 0.605 -0.125
C -1.810 0.648 0.885 0.057
C -0.647 0.549 0.048 -0.186
C 0.421 -0.323 0.412 0.051
C 1.734 -0.211 -0.186 -0.184
C 2.541 -1.358 -0.478 0.036
C 3.755 -1.212 -1.109 -0.136
C 4.182 0.066 -1.495 -0.131
N 5.374 0.016 -2.124 -0.072
C 6.091 1.194 -2.541 -0.139
C 5.120 2.361 -2.764 -0.153
C 4.066 2.538 -1.655 -0.132
C 3.462 1.240 -1.210 -0.136
C 2.282 1.081 -0.496 0.025
C 5.920 -1.330 -2.152 -0.108
C 4.806 -2.195 -1.508 -0.078
C -0.597 1.374 -1.134 0.056
C -1.430 2.470 -1.299 -0.125
C -2.520 2.543 -0.419 -0.109
C -1.325 3.557 -2.328 -0.123
H -2.110 5.537 -2.761 0.121
H -1.464 5.346 -1.130 0.123
H -3.810 5.521 -0.816 0.136
H -4.174 4.435 -2.177 0.138
H -4.637 4.096 1.224 0.132
H -5.483 3.117 0.011 0.132
H -3.964 2.095 2.320 0.127
H -4.812 1.159 1.077 0.126
H -1.925 0.007 1.756 0.123
H 0.354 -0.883 1.348 0.122
H 2.214 -2.366 -0.250 0.086
H 6.852 1.470 -1.786 0.135
H 6.622 0.952 -3.473 0.131
H 5.697 3.285 -2.865 0.117
H 4.597 2.184 -3.714 0.121
H 4.525 3.044 -0.788 0.129
H 3.266 3.200 -2.015 0.117
H 1.755 1.980 -0.159 0.132
H 6.154 -1.635 -3.183 0.128
H 6.853 -1.382 -1.570 0.128
H 5.209 -2.742 -0.647 0.125
H 4.422 -2.924 -2.231 0.124
H 0.136 1.152 -1.915 0.137
H -1.744 3.209 -3.285 0.131
H -0.270 3.782 -2.519 0.120
C -4.070 -0.784 4.537 -0.147
C -2.980 -1.636 4.620 -0.073
N -3.042 -2.459 3.519 -0.097
C -2.214 -3.612 3.190 -0.101
C -1.838 -3.624 1.699 -0.312
C -1.258 -5.011 1.356 -0.134
C -0.102 -4.794 0.377 -0.144
C 0.188 -3.293 0.462 -0.233
N -0.845 -2.627 1.252 -0.028
C -4.169 -2.106 2.797 -0.164
N -4.774 -1.080 3.381 0.034
H -4.365 -0.016 5.237 0.092
H -2.198 -1.713 5.357 0.111
H -1.333 -3.635 3.847 0.137
H -2.797 -4.529 3.381 0.137
H -2.763 -3.438 1.117 0.128
H -0.873 -5.489 2.270 0.117
H -2.040 -5.647 0.928 0.120
H 0.781 -5.369 0.666 0.112
H -0.371 -5.050 -0.650 0.111
H 1.132 -3.158 1.002 0.101
H 0.284 -2.825 -0.525 0.114
H -1.289 -1.888 0.706 0.077
H -4.428 -2.656 1.898 0.118

=====

30
Properties=species:S:1:pos:R:3:lowdin_charge:R:1 method="wB97M-V/def2-TZVPD" e_tot_ev=-22003.6684 e_above_lowest_kj_mol=459.74 homo_energy_ev=-8.490 smiles=CC(C)(C)Pc1ccccc1.C#C gap_ev=9.320
C -0.754 -1.814 1.078 -0.110
C -1.807 -0.981 0.289 -0.790
C -3.003 -0.634 1.065 -0.180
C -2.112 -1.667 -0.997 -0.160
P -1.054 0.829 -0.056 1.022
C 0.715 0.480 -0.375 -0.469
C 1.517 0.474 -1.577 -0.095
C 2.778 0.025 -1.498 -0.123
C 3.357 -0.279 -0.258 -0.086
C 2.617 -0.311 0.940 -0.048
C 1.274 0.193 0.835 -0.202
H -0.509 -1.344 2.032 0.065
H -1.015 -2.879 1.219 0.081
H 0.154 -1.911 0.398 0.093
H -3.647 0.267 0.791 0.096
H -2.640 -0.349 2.137 0.104
H -3.492 -1.508 1.366 0.055
H -2.978 -1.296 -1.526 0.070
H -1.244 -1.643 -1.651 0.067
H -2.308 -2.801 -0.766 0.121
H -1.737 0.388 -1.312 -0.015
H 1.000 0.604 -2.540 0.111
H 3.378 0.023 -2.424 0.113
H 4.361 -0.706 -0.134 0.102
H 3.041 -0.535 1.886 0.088
H 0.669 0.340 1.787 0.108
C 1.163 4.525 -0.606 -0.018
C 0.623 4.035 0.351 -0.047
H 1.903 4.464 -1.423 0.038
H -0.249 4.010 0.969 0.011

=====

11
Properties=species:S:1:pos:R:3:lowdin_charge:R:1 method="wB97M-V/def2-TZVPD" e_tot_ev=-8225.6175 e_above_lowest_kj_mol=373.96 homo_energy_ev=-9.363 gap_ev=9.983
C -1.317 2.595 -1.007 0.137
C -0.914 1.445 -0.617 -0.239
C -0.164 0.352 -0.048 -0.247
C 1.193 0.117 0.047 -0.035
N 1.308 -1.145 0.514 -0.033
N 0.135 -1.747 0.749 0.038
C -0.763 -0.838 0.422 -0.124
H -1.871 1.155 -1.176 0.105
H 2.058 0.736 -0.149 0.128
H 2.155 -1.657 0.704 0.153
H -1.822 -1.013 0.563 0.116

=====

Molecular weight readings, ordered: 127.2; 480.7; 192.2; 92.1 g mol⁻¹
Maximum force readings, ordered: 3.3; 2.4; 4.4; 0.8 eV Å⁻¹